A structure of composition C15H6MnN4OS5, computed with the ωB97M-V functional and the def2-TZVPD basis.

```
32
Properties=species:S:1:pos:R:3
Mn 1.16 -1.41 -0.27
O 6.08 -2.60 4.19
C 5.22 -2.43 3.39
S 3.48 -2.60 3.77
C 2.88 -2.23 2.19
C 3.85 -1.96 1.20
S 3.49 -1.62 -0.42
S 5.51 -2.00 1.68
S 1.20 -2.23 1.94
S -4.44 3.47 -1.02
N -4.48 1.86 -0.90
C -3.22 1.46 -0.84
C -2.78 0.08 -0.72
C -3.65 -1.01 -0.65
C -3.12 -2.28 -0.54
C -1.74 -2.43 -0.49
N -0.90 -1.40 -0.54
C -1.41 -0.16 -0.68
C -0.44 0.94 -0.77
N 0.86 0.60 -0.75
C 1.78 1.55 -0.81
C 1.45 2.90 -0.90
C 0.12 3.26 -0.94
C -0.86 2.26 -0.88
C -2.28 2.52 -0.91
N -2.85 3.71 -1.02
H -4.72 -0.85 -0.69
H -3.76 -3.15 -0.49
H -1.29 -3.41 -0.38
H 2.81 1.23 -0.78
H 2.23 3.64 -0.95
H -0.19 4.30 -1.02
```

## Properties
Charge = +1
⟨S²⟩ = 6.04
Electronic energy = -4011.282296 hartree
Frontier orbital gap (spin up / spin down) = 0.244 / 0.239 Ha
Max |F| = 0.45 eV/A
2S+1 = 5
HOMO level (spin up / spin down) = -10.847 / -11.791 eV

The molecule's natural (NBO) atomic charges, reported in e, are given here: number 1, Mn, carries 1.09; number 2, O, carries -0.47; number 3, C, carries 0.22; number 4, S, carries 0.43; number 5, C, carries -0.37; number 6, C, carries -0.38; number 7, S, carries -0.09; number 8, S, carries 0.42; number 9, S, carries -0.12; number 10, S, carries 1.00; number 11, N, carries -0.60; number 12, C, carries 0.17; number 13, C, carries -0.11; number 14, C, carries -0.08; number 15, C, carries -0.23; number 16, C, carries 0.09; number 17, N, carries -0.54; number 18, C, carries 0.25; number 19, C, carries 0.16; number 20, N, carries -0.53; number 21, C, carries 0.09; number 22, C, carries -0.23; number 23, C, carries -0.08; number 24, C, carries -0.07; number 25, C, carries 0.09; number 26, N, carries -0.58; number 27, H, carries 0.26; number 28, H, carries 0.25; number 29, H, carries 0.22; number 30, H, carries 0.23; number 31, H, carries 0.25; number 32, H, carries 0.26